37
Properties=species:S:1:pos:R:3:lowdin_charge:R:1 method="wB97M-V/def2-TZVPD" orbital_gap_ha=0.1457 max_force_ha_per_bohr=0.117 lumo_energy_ev=-2.219 e_tot_ev=-163988.580
S -2.05 -1.34 3.17 0.6521
C -1.16 0.08 3.18 -0.5962
N -0.21 0.97 3.07 -0.0951
C 0.85 0.47 2.15 -0.2387
C 2.17 -0.12 2.77 0.0046
C 3.24 -0.67 1.81 -0.5448
Br 4.89 -1.46 2.63 0.5852
C 3.05 -0.62 0.26 -0.2680
N 3.95 -1.04 -0.80 -0.2768
S 3.19 -0.68 -2.30 0.7335
N 1.71 0.00 -1.77 -0.2623
C 1.71 0.00 -0.34 -0.2290
C 0.60 0.55 0.63 -0.0199
H 2.31 -0.12 3.91 0.1174
H -0.38 1.02 0.26 -0.0091
K 2.95 -2.65 -4.33 0.7814
F -7.27 -1.87 2.68 0.0548
C -6.80 -0.91 3.49 -0.2886
C -5.43 -0.71 3.58 -0.0384
C -4.94 0.29 4.41 -0.0858
C -5.82 1.07 5.16 -0.0925
C -7.19 0.85 5.06 -0.0904
C -7.69 -0.14 4.22 -0.0273
H -4.76 -1.33 3.00 0.0529
H -3.87 0.47 4.48 0.0664
H -5.44 1.85 5.81 0.1013
H -7.88 1.46 5.64 0.1014
H -8.75 -0.31 4.13 0.1120
C 6.24 0.05 -8.31 -0.1416
C 5.71 -0.66 -7.10 -0.1930
N 5.30 -1.21 -6.14 0.1149
H 5.40 0.34 -8.97 0.0868
H 6.78 0.94 -8.02 -0.0050
H 6.91 -0.61 -8.87 0.0463
Cl -1.10 2.72 1.39 -0.2825
K 8.50 1.15 -9.22 1.0046
F 5.27 2.18 -10.73 -0.8306